# 1
{
  "formula": "C41H64GaN3O3Si4",
  "method": "wB97M-V/def2-TZVPD",
  "symbols": ["Ga", "C", "Si", "C", "C", "C", "Si", "C", "C", "C", "Si", "C", "C", "C", "C", "C", "C", "C", "N", "H", "H", "H", "H", "H", "H", "H", "H", "H", "H", "H", "H", "H", "H", "H", "H", "H", "H", "H", "H", "H", "H", "H", "H", "H", "H", "H", "H", "C", "C", "C", "C", "Si", "O", "C", "C", "C", "C", "C", "C", "C", "C", "C", "C", "C", "C", "H", "H", "H", "H", "H", "H", "H", "H", "H", "H", "H", "H", "H", "H", "H", "H", "H", "H", "H", "C", "C", "C", "C", "H", "H", "H", "H", "H", "H", "H", "H", "H", "O", "C", "N", "C", "O", "C", "C", "C", "C", "N", "C", "H", "H", "H", "H", "H", "H", "H", "H"],
  "xyz": [[0.8731, -0.1657, 0.9469], [3.0401, -1.9325, 5.0168], [2.6640, -1.5934, 3.2012], [2.3155, -3.2576, 2.3809], [4.3085, -0.9955, 2.4974], [1.2222, -0.3998, 2.9528], [1.5249, 1.2370, 3.8410], [3.3202, 1.7963, 3.7542], [0.5460, 2.6567, 3.1191], [1.1060, 1.1156, 5.6755], [-0.3806, -1.2023, 3.4546], [-0.4168, -2.3562, 4.9372], [-1.8189, -0.0221, 3.6684], [-0.8480, -2.2723, 1.9276], [-1.7557, -3.3253, 1.9285], [-2.0804, -3.9672, 0.7437], [-1.5090, -3.5280, -0.4408], [-0.6190, -2.4726, -0.3814], [-0.2859, -1.8887, 0.7658], [3.7657, -2.7475, 5.0781], [2.1737, -2.2126, 5.6096], [3.4983, -1.0600, 5.4852], [3.1783, -3.9065, 2.5501], [2.1719, -3.1787, 1.3012], [1.4390, -3.7629, 2.7913], [4.9052, -1.8581, 2.1918], [4.8849, -0.4415, 3.2347], [4.1877, -0.3540, 1.6297], [3.7110, 1.7804, 2.7356], [3.9835, 1.2004, 4.3793], [3.3707, 2.8274, 4.1128], [0.8050, 2.8347, 2.0738], [0.7784, 3.5681, 3.6760], [-0.5311, 2.5097, 3.1545], [1.7096, 0.3613, 6.1809], [0.0569, 0.8768, 5.8537], [1.3040, 2.0768, 6.1556], [-0.1645, -1.8117, 5.8483], [0.2578, -3.2065, 4.8534], [-1.4316, -2.7412, 5.0651], [-1.7215, 0.5803, 4.5717], [-2.7553, -0.5811, 3.7364], [-1.8800, 0.6480, 2.8122], [-2.2091, -3.6362, 2.8604], [-2.7815, -4.7917, 0.7396], [-1.7443, -3.9852, -1.3922], [-0.1686, -2.0544, -1.2715], [-4.3213, 1.8949, -1.1038], [-3.1656, 0.9551, -0.7459], [-2.8534, 0.0519, -1.9415], [-3.6240, 0.0199, 0.3870], [-1.5954, 1.8911, -0.1978], [-0.6054, 0.8809, 0.5696], [-0.6685, 2.6724, -1.6520], [-1.2476, 3.0678, -2.8587], [-0.5105, 3.7112, -3.8446], [0.8318, 3.9948, -3.6385], [1.4314, 3.6220, -2.4435], [0.6870, 2.9655, -1.4730], [-2.0871, 3.3544, 0.9019], [-1.5028, 4.6097, 0.7214], [-1.7799, 5.6737, 1.5691], [-2.6621, 5.5104, 2.6247], [-3.2715, 4.2787, 2.8183], [-2.9861, 3.2237, 1.9655], [-5.2035, 1.3008, -1.3679], [-4.0933, 2.5318, -1.9604], [-4.5943, 2.5498, -0.2759], [-3.7440, -0.5316, -2.2028], [-2.0528, -0.6465, -1.6972], [-2.5396, 0.6040, -2.8286], [-4.4528, -0.6021, 0.0314], [-3.9805, 0.5579, 1.2652], [-2.8190, -0.6443, 0.7083], [-2.2975, 2.8802, -3.0445], [-0.9895, 4.0040, -4.7706], [1.4052, 4.5056, -4.4019], [2.4773, 3.8410, -2.2666], [1.1709, 2.6850, -0.5440], [-0.8112, 4.7672, -0.0977], [-1.3035, 6.6321, 1.4037], [-2.8790, 6.3372, 3.2889], [-3.9688, 4.1399, 3.6348], [-3.4732, 2.2750, 2.1501], [2.8163, -2.0247, -1.8454], [3.3156, -1.0706, -0.7652], [4.6318, -0.4434, -1.2234], [2.2957, 0.0359, -0.4280], [3.5405, -2.8217, -2.0232], [2.6676, -1.4876, -2.7857], [1.8706, -2.4938, -1.5808], [3.5283, -1.6759, 0.1191], [4.4573, 0.1676, -2.1132], [5.3740, -1.2043, -1.4745], [5.0582, 0.2063, -0.4564], [1.7867, 0.3366, -1.3516], [2.8400, 0.9304, -0.0950], [-3.2195, -4.4906, -6.9961], [-1.8808, -4.4836, -7.4106], [-1.1489, -3.3156, -6.9591], [-0.9662, -3.1495, -5.6214], [-1.3297, -3.9968, -4.8189], [-0.3065, -1.8873, -5.1757], [0.4791, -1.0760, -5.9835], [1.0358, 0.0660, -5.4347], [0.8005, 0.3463, -4.0958], [0.0613, -0.4286, -3.3060], [-0.4821, -1.5100, -3.8488], [-3.2058, -4.6040, -6.0364], [-1.8804, -4.4833, -8.4986], [-1.3509, -5.3658, -7.0460], [-1.1527, -2.4958, -7.5427], [0.6775, -1.3378, -7.0156], [1.6514, 0.7270, -6.0280], [1.2235, 1.2303, -3.6334], [-1.1083, -2.1259, -3.2145]],
  "atomic_forces_ev_per_a": [[0.03, -0.12, -0.05], [0.01, 0.02, -0.07], [-0.03, 0.04, -0.03], [-0.01, 0.02, 0.06], [-0.07, -0.02, -0.01], [-0.02, -0.05, 0.02], [-0.03, -0.04, 0.00], [-0.05, 0.00, -0.01], [0.00, -0.02, 0.01], [0.00, 0.01, -0.06], [0.04, -0.03, -0.04], [0.01, 0.04, -0.05], [0.03, 0.00, -0.07], [-0.03, 0.00, 0.11], [-0.01, 0.00, 0.00], [0.01, 0.02, -0.02], [0.01, 0.00, 0.03], [-0.02, -0.04, -0.16], [0.05, 0.06, 0.20], [0.03, -0.02, 0.00], [-0.07, -0.03, 0.04], [0.01, 0.05, 0.02], [0.01, -0.03, 0.00], [0.00, 0.04, -0.02], [-0.03, -0.01, 0.01], [0.01, -0.03, -0.02], [0.02, 0.00, 0.08], [0.01, 0.08, -0.07], [0.01, 0.01, -0.02], [0.04, -0.03, 0.03], [-0.02, 0.02, 0.01], [0.02, 0.01, -0.05], [0.01, 0.02, 0.01], [-0.07, -0.01, 0.00], [0.03, -0.04, 0.02], [-0.04, -0.01, 0.01], [0.01, 0.02, 0.01], [0.02, 0.03, 0.03], [0.04, -0.04, -0.02], [-0.03, 0.00, -0.01], [0.00, 0.03, 0.03], [-0.02, -0.02, 0.00], [0.00, 0.02, -0.03], [-0.01, -0.01, 0.02], [-0.01, -0.01, 0.00], [0.00, 0.01, -0.01], [0.07, 0.00, -0.01], [-0.02, -0.03, -0.03], [-0.01, -0.05, 0.09], [0.01, 0.00, -0.07], [0.02, 0.03, 0.01], [-0.07, 0.01, -0.14], [0.10, 0.15, 0.22], [0.00, 0.02, 0.01], [-0.01, -0.01, -0.03], [-0.01, 0.03, -0.01], [0.02, 0.00, -0.01], [0.01, -0.01, -0.01], [-0.01, 0.00, 0.04], [0.05, -0.04, -0.02], [0.04, 0.01, -0.05], [-0.01, 0.04, 0.02], [-0.01, 0.01, 0.00], [0.00, 0.02, 0.00], [0.00, -0.06, 0.05], [-0.03, 0.01, -0.01], [0.02, 0.01, 0.00], [0.01, 0.00, 0.04], [-0.02, -0.02, -0.01], [0.01, 0.02, 0.00], [0.00, 0.02, 0.02], [-0.03, -0.01, -0.01], [-0.01, 0.01, 0.01], [0.01, -0.01, -0.01], [-0.01, -0.01, 0.00], [-0.01, 0.00, -0.01], [0.00, 0.01, 0.00], [0.01, 0.00, 0.00], [0.01, -0.01, 0.01], [0.01, 0.00, 0.00], [0.00, 0.01, 0.00], [0.00, 0.01, 0.01], [-0.01, -0.01, 0.02], [0.00, -0.01, 0.01], [-0.02, 0.08, -0.03], [0.03, 0.03, 0.09], [0.00, -0.03, -0.02], [-0.05, -0.02, -0.12], [0.03, -0.01, -0.01], [-0.02, -0.02, -0.02], [-0.06, -0.04, 0.05], [0.00, 0.02, 0.01], [0.01, 0.02, -0.03], [0.02, -0.01, -0.01], [-0.01, -0.02, 0.01], [0.01, 0.02, 0.06], [0.02, -0.02, -0.01], [-0.04, 0.00, 0.04], [0.07, -0.01, -0.03], [-0.01, 0.01, -0.06], [-0.02, 0.03, 0.00], [-0.01, -0.06, 0.02], [-0.01, -0.01, 0.09], [0.02, 0.00, -0.01], [-0.02, -0.02, -0.02], [0.03, 0.05, 0.02], [-0.07, -0.12, -0.02], [0.04, 0.06, -0.07], [-0.01, -0.01, -0.01], [0.01, 0.00, 0.03], [-0.02, 0.02, 0.00], [0.01, -0.01, 0.00], [0.00, 0.00, -0.01], [0.02, 0.02, 0.00], [0.02, 0.02, 0.02], [-0.02, -0.03, -0.01]],
  "energy_ha": -5073.74483,
  "max_force_ev_per_a": 0.28,
  "de_lowest_ev": 0.000,
  "homo_energy_ev": -8.579,
  "gap_ev": 8.77,
  "multiplicity": 1
}


# 2
{
  "formula": "C18H21N2O2P",
  "method": "wB97M-V/def2-TZVPD",
  "symbols": ["C", "N", "C", "C", "C", "C", "C", "C", "C", "C", "C", "C", "C", "C", "C", "C", "P", "O", "N", "C", "C", "C", "O", "H", "H", "H", "H", "H", "H", "H", "H", "H", "H", "H", "H", "H", "H", "H", "H", "H", "H", "H", "H", "H"],
  "xyz": [[2.8246, 2.7613, 1.3604], [1.5135, 2.6566, 0.7037], [0.9161, 1.3830, 0.5561], [-0.4273, 1.1482, 0.7380], [-0.9879, -0.1332, 0.6214], [-0.2064, -1.2399, 0.3216], [-0.8133, -2.5824, 0.1834], [-0.0788, -3.7220, -0.0819], [-0.6438, -5.0925, -0.2281], [-1.9541, -5.3617, -0.6673], [-2.4254, -6.6781, -0.7829], [-1.5087, -7.7221, -0.5544], [-0.2419, -7.4656, -0.1192], [0.1993, -6.1541, 0.0404], [1.1836, -1.0156, 0.1350], [1.7162, 0.2623, 0.2363], [1.1893, 3.8868, -0.5087], [2.1116, 3.6983, -1.6306], [-0.3974, 3.7874, -1.1808], [-0.8881, 5.1467, -1.4320], [-1.0579, 5.8459, -0.1002], [0.0980, 5.6536, 0.8680], [1.2985, 5.3732, 0.1222], [2.8911, 2.1605, 2.2710], [3.5976, 2.4034, 0.6772], [3.0396, 3.8332, 1.6110], [-1.0754, 1.9885, 1.0161], [-2.0490, -0.3236, 0.7803], [-1.8756, -2.7330, 0.2864], [1.0106, -3.6787, -0.0901], [-2.6686, -4.5704, -0.8919], [-3.4645, -6.8640, -1.1020], [-1.8838, -8.7439, -0.7173], [0.4340, -8.3108, 0.0859], [1.2244, -5.9808, 0.3346], [1.8465, -1.8511, -0.0076], [2.7995, 0.3860, 0.0378], [-0.2585, 3.2601, -2.0285], [-0.1193, 5.6317, -2.0508], [-1.8606, 5.1016, -1.9043], [-1.9891, 5.4941, 0.3725], [-1.1692, 6.9117, -0.3046], [-0.1340, 4.8718, 1.5777], [0.2847, 6.5773, 1.4464]],
  "atomic_forces_ev_per_a": [[0.29, 0.65, -0.49], [-1.42, 2.20, -0.17], [0.79, -1.08, -0.38], [-1.26, 0.31, 0.44], [0.16, 0.05, -0.10], [0.56, -0.08, -0.17], [2.05, -2.01, -0.59], [-1.50, 1.37, 0.69], [-0.10, 0.86, -0.30], [-0.66, -0.54, 0.30], [0.87, 0.58, -0.15], [-2.11, -0.50, -0.33], [1.11, -0.37, 0.24], [0.00, -0.71, -0.15], [-0.74, 0.54, 0.53], [0.61, -0.15, -0.19], [0.63, -1.52, -1.06], [0.87, 0.18, -0.10], [0.66, -0.23, 2.00], [0.73, -0.33, 0.21], [-0.76, 0.67, 0.15], [-0.14, 1.13, 0.23], [-0.43, -1.60, 0.45], [-0.40, 0.09, -0.08], [0.23, 0.18, 0.08], [-0.24, -0.97, -0.23], [0.27, -0.35, -0.18], [0.15, 0.41, 0.01], [-0.29, 0.41, 0.04], [-0.26, 0.02, -0.13], [0.39, 0.08, 0.05], [0.73, 0.03, 0.19], [0.46, 0.41, 0.21], [-0.30, 0.54, -0.13], [0.04, 0.12, 0.12], [0.14, -0.04, -0.30], [-0.82, 0.01, 0.26], [-0.04, -0.13, -0.21], [-0.63, 0.47, -0.10], [0.00, 0.03, -0.43], [0.28, 0.15, -0.10], [-0.15, 0.03, 0.01], [0.23, -0.44, 0.20], [0.00, -0.50, -0.31]],
  "energy_ha": -1299.89551,
  "max_force_ev_per_a": 2.93,
  "smiles": "CN(c1ccc(/C=C/c2ccccc2)cc1)[P@@]1(=O)NCCCO1",
  "homo_energy_ev": -7.729,
  "gap_ev": 8.03,
  "multiplicity": 1
}